1.
The following is a DFT calculation (ωB97M-V/def2-TZVPD) of C3H3IS as an isolated structure at a distorted geometry.

Summary:
Energy above the lowest of the compared OMol25 structures with the same formula, charge and spin = 22.1 kcal/mol
HOMO (alpha / beta) = -8.48 / -8.95 eV
Lowest unoccupied orbital energy (alpha / beta) = -2.2 / -1.8 eV
Spin multiplicity = 1
Gap between HOMO and LUMO (alpha / beta) = 6.3 / 7.2 eV
Net charge = 0

The geometry in XYZ format:
```
8
Properties=species:S:1:pos:R:3:forces:R:3
C 1.934089 0.675771 -0.638934 0.1 0.0 0.1
C 0.856842 0.297303 -0.270091 1.9 0.8 -0.6
C -0.443288 0.086845 0.048942 -1.4 1.2 2.4
S -0.745154 -0.277232 1.728546 -0.9 -0.2 -0.1
I -1.643261 2.664217 -0.327843 0.5 -1.0 0.1
H 2.838126 1.122448 -0.951505 0.4 -0.1 -0.1
H -1.023945 -0.248768 -0.728046 -1.8 -0.8 -1.4
H -2.129905 -0.340181 1.755076 1.1 0.1 -0.4
```
Positions in Å, forces in eV/Å.



2.
The following is a DFT calculation (ωB97M-V/def2-TZVPD) of C3H3IrO2 as an isolated structure at a distorted geometry.

Summary:
Energy above the lowest of the compared OMol25 structures with the same formula, charge and spin = 52.6 kcal/mol
HOMO (alpha / beta) = -19.48 / -21.07 eV
Lowest unoccupied orbital energy (alpha / beta) = -11.7 / -13.7 eV
Spin multiplicity = 5
Gap between HOMO and LUMO (alpha / beta) = 7.7 / 7.4 eV
Net charge = +2

The geometry in XYZ format:
```
9
Properties=species:S:1:pos:R:3:forces:R:3
O -0.418333 -0.301170 -1.234095 1.9 -0.8 -0.2
Ir -2.030512 2.174098 0.620354 -2.3 1.2 2.3
O -0.797204 1.785631 -0.692062 1.0 0.4 -1.9
C -0.642559 0.596958 -0.310362 2.2 -2.0 0.0
C 0.692384 -1.096171 -0.650102 -4.2 -0.3 -0.3
C 0.811931 -0.436391 0.610455 0.4 1.7 1.1
H 0.339410 -2.134741 -0.625239 1.1 -0.1 -0.9
H 1.449884 0.436884 0.773212 0.1 -0.2 -0.1
H 0.594999 -1.025099 1.507841 -0.1 0.2 0.0
```
Positions in Å, forces in eV/Å.



3.
The following is a DFT calculation (ωB97M-V/def2-TZVPD) of C3H3KLiO3 as an isolated structure at a distorted geometry.

Summary:
Energy above the lowest of the compared OMol25 structures with the same formula, charge and spin = 0.0 kcal/mol
HOMO = -12.80 eV
Lowest unoccupied orbital energy = -3.6 eV
Spin multiplicity = 1
Gap between HOMO and LUMO = 9.2 eV
Net charge = +1

The geometry in XYZ format:
```
11
Properties=species:S:1:pos:R:3:forces:R:3
O -1.600972 1.095269 0.594132 0.5 -0.4 0.7
C -0.525632 1.391469 1.123226 -1.5 1.3 -2.1
O 0.459845 0.503346 1.330067 1.1 -1.8 -0.3
Li 1.490576 2.112176 2.280104 -0.4 -0.1 -0.5
O -0.156199 2.580599 1.390537 0.5 0.2 1.4
K -2.761191 3.473842 1.116242 0.2 -0.2 -0.1
C 0.314943 -2.250585 -2.278733 0.5 -0.9 0.6
H -0.438789 -1.529883 -2.550545 0.4 -0.3 0.1
H 0.382794 -0.297441 0.743655 -0.2 0.9 0.9
C 1.064889 -3.133814 -1.917862 -0.6 0.8 -1.0
H 1.769736 -3.944977 -1.830824 -0.3 0.4 0.3
```
Positions in Å, forces in eV/Å.